DFT (ωB97M-V/def2-TZVPD) results for the ion C4H10N4O2 with charge +2 in a non-equilibrium geometry.

As for the total energy: -527.20597 Ha. Its SMILES is N/[NH+]=C(\O)N[NH2+]CC=C=O. As for the largest force on an atom: 1.31 eV/Å. The charge is +2. The molar mass comes out at 146.150 g mol⁻¹. The value obtained for the energy relative to the best compared isomer or geometry (same formula, charge and spin) is 135.84 kJ/mol.

Atoms and positions in Å:
N -0.0436 2.8451 1.7735
N 0.0472 2.0809 0.6036
C -0.2604 0.8038 0.7231
O -0.6170 0.3125 1.8686
N -0.2652 -0.0416 -0.3217
N -0.5740 -1.4090 -0.1537
C 0.0743 -2.2407 -1.3214
C 0.8252 -1.3434 -2.2440
C 0.4516 -1.1108 -3.4975
O 0.1429 -0.8349 -4.5530
H -0.8303 3.4928 1.7468
H 0.8025 3.3881 1.9351
H 0.3091 2.4941 -0.2909
H -0.6052 0.9923 2.5834
H 0.2809 0.0089 -1.2481
H -1.5994 -1.5575 -0.1651
H -0.2428 -1.7699 0.7593
H -0.7362 -2.7594 -1.8306
H 0.7328 -2.9725 -0.8543
H 1.8871 -1.2076 -2.0713


DFT (ωB97M-V/def2-TZVPD) results for a structure of composition C26H40IrN4P2SSb.

As for the total energy: -2658.11664 Ha. As for the largest force on an atom: 0.60 eV/Å. The charge is +3. The molar mass comes out at 816.626 g mol⁻¹. As for the spin multiplicity: 6. The value obtained for the energy relative to the best compared isomer or geometry (same formula, charge and spin) is 62.21 kJ/mol.

Atoms and positions in Å:
Ir 0.9510 -0.0933 0.3872
C 4.1059 -0.9119 -0.9986
P 3.3246 0.2375 0.1626
C 4.3334 0.1994 1.6645
C 3.4936 1.8928 -0.5530
C 4.7491 2.3353 -0.9638
C 4.9073 3.6084 -1.4895
C 3.8122 4.4538 -1.6028
C 2.5565 4.0228 -1.2029
C 2.3840 2.7411 -0.6841
P 0.7403 2.2102 -0.1383
C -0.4639 2.8383 -1.3344
C 0.4281 3.1371 1.3911
H 5.1880 -0.7732 -0.9921
H 3.7318 -0.7332 -2.0062
H 3.8884 -1.9409 -0.7105
H 5.3578 0.4998 1.4379
H 4.3478 -0.8104 2.0759
H 3.9250 0.8857 2.4059
H 5.6163 1.6918 -0.8745
H 5.8855 3.9416 -1.8086
H 3.9358 5.4503 -2.0047
H 1.7165 4.6993 -1.3014
H -0.4702 3.9288 -1.3309
H -1.4583 2.4855 -1.0586
H -0.2173 2.4843 -2.3347
H 0.5650 4.2022 1.1957
H 1.1359 2.8371 2.1640
H -0.5889 2.9630 1.7432
C -6.6301 -0.1827 0.6621
C -5.4188 0.6985 0.9486
C -5.5523 2.1201 0.4207
Sb -3.6277 -0.1867 0.0851
C -3.5409 0.2965 -2.0226
C -2.2851 -0.2942 -2.6533
C -4.8235 -0.1415 -2.7283
C -3.4275 -2.3142 0.4559
C -3.6002 -2.5676 1.9493
C -4.4040 -3.1053 -0.4101
H -7.4913 0.2536 1.1746
H -6.5165 -1.1981 1.0417
H -6.8720 -0.2247 -0.3998
H -5.2025 0.7004 2.0179
H -5.7882 2.1358 -0.6445
H -4.6595 2.7231 0.5934
H -6.3778 2.6111 0.9397
H -3.4894 1.3880 -2.0232
H -2.3757 -1.3770 -2.7652
H -1.3842 -0.0762 -2.0713
H -2.1476 0.1242 -3.6525
H -4.9423 -1.2248 -2.7339
H -4.7729 0.1869 -3.7695
H -5.7174 0.3065 -2.2962
H -2.3999 -2.5254 0.1465
H -4.6146 -2.3423 2.2824
H -2.9070 -1.9856 2.5596
H -3.4240 -3.6244 2.1599
H -5.4434 -2.8647 -0.1870
H -4.2673 -4.1690 -0.1987
H -4.2330 -2.9617 -1.4766
N 0.3215 -0.2818 2.4715
C 0.0847 -0.3867 3.5915
C -0.2742 -0.5137 4.9580
C 0.6470 -0.1121 5.9342
N 1.4278 0.2566 6.7037
C -1.5474 -1.0358 5.2421
N -2.5905 -1.5027 5.4095
S 0.9457 -4.6510 -0.1586
C 0.5190 -3.9225 -1.6408
C 0.4072 -2.5812 -1.4921
N 0.6574 -2.1377 -0.2104
C 0.9578 -3.1422 0.5913
H 0.3793 -4.5051 -2.5375
H 0.1572 -1.8728 -2.2664
H 1.1931 -3.0187 1.6381